[1]
Molecular formula: C24H76O26
Method: DFT, the ωB97M-V functional and the def2-TZVPD basis

Positions of all 126 atoms, in Å:
O -2.03 -1.08 2.90
H -2.52 -0.33 3.21
H -1.60 -0.81 2.11
O -0.93 3.17 -2.89
H -1.19 4.06 -2.73
H -0.72 2.86 -2.00
C 1.70 -3.08 2.81
C 2.15 -3.23 1.34
O 2.52 -2.02 0.76
O 1.40 -4.29 3.37
H 0.74 -2.41 2.71
H 2.44 -2.55 3.44
H 1.34 -3.63 0.79
H 3.00 -3.92 1.33
H 3.29 -2.39 0.26
H 0.97 -4.19 4.23
C -0.66 0.02 -0.18
C 0.43 1.05 0.02
O -0.08 2.30 -0.53
O -0.34 -1.09 0.65
H -0.71 -0.31 -1.27
H -1.55 0.41 0.19
H 1.34 0.68 -0.48
H 0.70 1.14 1.10
H 0.49 3.05 -0.45
H 0.55 -1.39 0.48
C -1.95 -4.65 2.97
C -3.19 -4.52 3.75
O -3.43 -5.52 4.74
O -2.03 -3.77 1.88
H -1.82 -5.67 2.56
H -1.16 -4.30 3.66
H -4.06 -4.64 3.10
H -3.33 -3.49 4.18
H -3.34 -6.35 4.29
H -1.90 -2.86 2.15
C 2.75 -0.86 -3.31
C 2.63 -1.15 -4.73
O 2.53 -2.51 -4.90
O 2.99 0.52 -3.05
H 3.54 -1.45 -2.85
H 1.92 -1.20 -2.72
H 3.36 -0.74 -5.34
H 1.73 -0.64 -5.10
H 3.38 -2.89 -4.69
H 3.92 0.69 -3.31
C -5.65 -1.09 0.38
C -4.23 -1.45 0.77
O -3.62 -2.16 -0.38
O -6.26 -0.54 1.46
H -6.29 -1.89 -0.05
H -5.63 -0.30 -0.38
H -4.16 -2.09 1.69
H -3.67 -0.56 0.95
H -3.73 -1.59 -1.11
H -5.74 0.21 1.67
C -1.42 -2.48 -3.58
C -1.13 -1.21 -4.43
O -2.30 -0.56 -4.87
O -0.25 -3.12 -3.28
H -2.14 -3.12 -4.09
H -2.01 -2.34 -2.67
H -0.50 -1.47 -5.23
H -0.68 -0.54 -3.78
H -2.08 -0.01 -5.61
H -0.34 -3.50 -2.39
C 2.28 1.78 4.01
C 1.32 0.55 3.90
O 1.31 -0.14 5.11
O 2.53 2.38 2.78
H 3.18 1.36 4.48
H 1.95 2.53 4.71
H 1.62 -0.09 3.10
H 0.27 0.81 3.68
H 2.20 -0.45 5.24
H 2.86 1.76 2.10
C 2.91 4.10 -0.81
C 2.90 3.70 -2.21
O 2.74 4.89 -2.90
O 1.57 4.49 -0.58
H 3.59 4.90 -0.57
H 3.07 3.19 -0.18
H 2.08 3.02 -2.36
H 3.80 3.26 -2.66
H 2.61 4.77 -3.82
H 1.30 5.09 -1.23
C -0.77 3.68 3.31
C -1.74 2.83 2.43
O -2.70 2.30 3.34
O 0.12 4.30 2.40
H -0.29 3.12 4.08
H -1.27 4.59 3.75
H -1.33 2.04 1.84
H -2.26 3.44 1.70
H -3.50 2.11 2.84
H 0.97 3.90 2.59
C -1.58 -5.78 -2.30
C -2.07 -4.90 -1.12
O -1.07 -3.95 -0.82
O -2.36 -6.92 -2.46
H -0.61 -6.23 -2.12
H -1.61 -5.33 -3.29
H -2.11 -5.45 -0.20
H -3.03 -4.42 -1.42
H -1.38 -3.59 0.01
H -3.28 -6.62 -2.53
C -1.86 6.63 -0.54
C -1.30 6.68 -2.02
O -2.04 5.70 -2.74
O -1.41 5.41 -0.03
H -2.91 6.63 -0.50
H -1.54 7.44 0.20
H -0.24 6.35 -1.89
H -1.33 7.66 -2.47
H -2.96 6.01 -2.71
H -0.62 5.54 0.54
C 5.71 1.23 -0.08
C 4.36 0.62 -0.16
O 3.79 0.77 1.07
O 6.26 1.69 -1.31
H 6.44 0.52 0.42
H 5.74 2.05 0.56
H 4.36 -0.41 -0.51
H 3.80 1.25 -0.78
H 3.97 0.01 1.62
H 6.12 1.04 -2.01

frontier orbital gap: 9.05 eV
energy relative to the best compared isomer or geometry (same formula, charge and spin): 321.3 kJ/mol

---

[2]
Molecular formula: C24H78F2N2O20S2V
Method: DFT, the ωB97M-V functional and the def2-TZVPD basis

Positions of all 129 atoms, in Å:
V 2.04 0.90 1.52
N 0.91 0.41 0.00
S -0.23 1.04 -0.90
O -1.61 0.66 -0.70
O 0.21 1.47 -2.21
F -0.15 2.43 -0.06
S 0.63 -1.06 -0.91
O 0.97 -1.07 -2.31
O -0.53 -1.86 -0.50
F 1.87 -1.84 -0.27
C -1.71 -0.25 2.78
C -1.79 1.15 3.52
C -2.73 0.89 4.83
C -2.63 1.92 5.90
C -1.15 2.16 6.26
C -0.26 2.54 5.05
N -0.41 1.57 3.92
O 0.51 1.82 2.83
C 1.17 2.55 5.66
C -0.60 4.01 4.62
C -2.51 2.16 2.58
H -0.96 -0.27 1.99
H -2.65 -0.58 2.35
H -1.36 -1.06 3.41
H -2.56 -0.12 5.19
H -3.77 0.92 4.49
H -3.22 1.65 6.77
H -3.11 2.83 5.55
H -0.74 1.26 6.70
H -1.17 2.97 6.99
H 1.13 3.21 6.52
H 1.90 2.95 4.95
H 1.55 1.58 5.99
H -1.67 4.22 4.57
H -0.06 4.36 3.73
H -0.36 4.68 5.44
H -3.46 1.79 2.20
H -1.88 2.20 1.69
H -2.75 3.12 3.03
C 2.36 -3.17 -5.57
O 2.17 -2.97 -4.18
H 2.14 -2.27 -6.15
H 3.41 -3.41 -5.70
H 1.74 -4.00 -5.91
H 1.24 -2.95 -3.97
C -1.01 -0.52 -5.36
O -1.84 -0.81 -4.22
H 0.03 -0.75 -5.12
H -1.34 -1.21 -6.14
H -1.20 0.52 -5.62
H -2.72 -0.44 -4.37
C -3.06 -3.66 0.93
O -3.48 -4.90 1.51
H -2.45 -3.11 1.65
H -2.50 -3.84 0.01
H -3.97 -3.11 0.68
H -3.56 -5.53 0.79
C 2.13 4.00 1.07
O 2.49 2.75 0.52
H 2.87 4.80 1.07
H 1.21 4.37 0.61
H 1.88 3.91 2.12
H 3.01 2.92 -0.27
C -4.05 -1.84 -2.16
O -5.13 -2.69 -1.78
H -4.36 -1.12 -2.92
H -3.65 -1.26 -1.34
H -3.24 -2.48 -2.50
H -5.72 -2.21 -1.20
C 4.08 -4.02 -1.60
O 4.44 -3.17 -2.66
H 4.93 -4.12 -0.93
H 3.20 -3.51 -1.22
H 3.77 -5.02 -1.90
H 3.63 -2.91 -3.10
C -2.21 5.38 1.16
O -1.83 6.52 0.44
H -1.55 4.56 0.87
H -2.12 5.58 2.23
H -3.21 5.13 0.81
H -1.41 6.24 -0.37
C -2.69 2.69 -2.91
O -2.65 3.59 -1.81
H -3.65 2.84 -3.42
H -1.87 2.99 -3.57
H -2.61 1.64 -2.64
H -3.47 3.37 -1.37
C 1.01 2.39 -5.36
O 1.03 1.85 -6.64
H 0.01 2.63 -5.00
H 1.33 1.62 -4.65
H 1.67 3.25 -5.32
H 1.88 1.42 -6.73
C -1.46 -4.19 -4.28
O -0.67 -3.36 -3.45
H -1.75 -5.12 -3.79
H -2.38 -3.68 -4.54
H -0.87 -4.45 -5.16
H -1.08 -2.50 -3.37
C 0.01 -5.23 -0.46
O 1.20 -5.04 0.21
H -0.31 -4.34 -0.99
H 0.01 -6.01 -1.22
H -0.81 -5.47 0.21
H 1.77 -5.79 0.00
C 0.69 -4.01 3.08
O 1.55 -3.30 2.24
H -0.25 -4.16 2.54
H 1.08 -5.01 3.22
H 0.57 -3.48 4.02
H 1.61 -3.86 1.46
C 4.37 0.16 -0.57
O 3.81 0.15 0.79
H 4.09 -0.75 -1.10
H 4.03 1.00 -1.18
H 5.45 0.12 -0.48
H 4.39 -0.50 1.19
C 1.86 -0.78 4.20
O 1.91 -0.83 2.77
H 2.27 -1.68 4.65
H 2.52 -0.03 4.62
H 0.83 -0.66 4.55
H 1.79 -1.76 2.60
C 3.34 3.57 -2.83
O 4.00 3.40 -1.61
H 2.26 3.44 -2.74
H 3.59 4.54 -3.24
H 3.63 2.81 -3.55
H 4.94 3.54 -1.76

total charge: +2
multiplicity: 4
frontier orbital gap (alpha / beta): 4.71 / 5.64 eV

---

[3]
Molecular formula: C24H80N8O16
Method: DFT, the ωB97M-V functional and the def2-TZVPD basis

Positions of all 128 atoms, in Å:
C -0.47 0.98 0.47
C -0.08 0.05 -0.65
O -0.12 -1.29 -0.22
H -1.53 0.97 0.63
H -0.26 1.97 0.35
H 0.02 0.78 1.39
H 0.89 0.20 -1.13
H -0.83 0.08 -1.41
H 0.61 -1.44 0.35
C -0.27 -0.32 -4.51
C -1.55 0.56 -4.38
O -2.26 0.87 -5.54
H -0.35 -1.20 -5.13
H 0.02 -0.61 -3.50
H 0.55 0.23 -4.94
H -1.18 1.45 -3.85
H -2.25 0.05 -3.73
H -2.93 1.54 -5.32
C 1.77 3.48 -1.55
C 0.74 3.10 -2.60
O 1.26 3.46 -3.84
H 1.48 3.05 -0.65
H 1.93 4.57 -1.46
H 2.73 3.08 -1.80
H -0.25 3.51 -2.34
H 0.61 2.01 -2.46
H 1.30 4.42 -3.86
C 5.44 -4.82 -0.39
C 4.64 -3.55 -0.22
O 3.56 -3.74 0.67
H 4.78 -5.59 -0.72
H 5.75 -5.17 0.57
H 6.29 -4.84 -1.09
H 4.33 -3.13 -1.21
H 5.32 -2.84 0.26
H 3.16 -2.89 0.88
C 3.30 1.19 -0.01
C 4.28 0.04 0.28
O 4.61 0.02 1.62
H 3.73 2.12 0.18
H 2.41 1.14 0.63
H 2.96 1.08 -1.05
H 5.17 0.12 -0.34
H 3.91 -0.90 0.00
H 4.81 -0.89 1.91
C -4.12 2.27 -3.03
C -3.39 1.64 -1.83
O -2.26 2.45 -1.66
H -4.20 3.32 -2.98
H -5.08 1.86 -3.24
H -3.50 2.21 -3.87
H -3.14 0.65 -1.96
H -4.12 1.73 -1.05
H -2.46 3.40 -1.83
C -2.70 -1.46 2.39
C -3.23 -1.72 1.04
O -4.42 -2.49 1.08
H -1.89 -0.80 2.31
H -2.36 -2.39 2.76
H -3.40 -0.97 2.99
H -2.50 -2.19 0.43
H -3.41 -0.82 0.50
H -4.29 -3.17 0.49
C -0.90 2.46 4.02
C -0.05 2.21 5.19
O 0.44 0.93 5.07
H -1.13 3.53 4.10
H -1.83 1.98 3.94
H -0.35 2.39 3.08
H -0.56 2.25 6.14
H 0.84 2.92 5.14
H 1.24 0.88 5.65
C 1.42 -1.38 2.46
O 2.08 -1.68 1.29
N 0.46 -2.13 2.90
N 1.74 -0.30 3.13
H 0.18 -3.01 2.36
H -0.18 -1.82 3.61
H 2.45 0.23 2.68
H 1.18 0.28 3.79
C -0.68 -4.70 1.65
O -1.48 -4.63 0.58
N -1.15 -4.79 2.84
N 0.59 -4.54 1.60
H -2.19 -4.82 3.03
H -0.53 -4.74 3.68
H 1.02 -4.33 0.65
H 1.28 -4.57 2.44
C -2.18 4.77 1.70
O -1.43 5.74 2.28
N -3.44 4.69 1.94
N -1.75 3.92 0.77
H -3.75 5.42 2.63
H -4.13 3.90 1.79
H -0.78 3.88 0.66
H -2.18 3.07 0.46
C 1.70 -3.88 -1.85
O 2.82 -4.41 -2.51
N 1.56 -2.60 -1.67
N 0.81 -4.63 -1.30
H 2.31 -2.04 -2.09
H 0.73 -2.14 -1.35
H 1.07 -5.62 -1.31
H -0.10 -4.32 -0.94
C 1.69 3.77 2.38
O 0.97 4.23 1.26
H 1.26 4.21 3.28
H 2.64 4.29 2.32
H 1.86 2.69 2.35
H 1.19 5.15 1.16
C -2.09 -2.77 -2.40
O -3.37 -2.11 -2.28
H -2.02 -3.53 -3.17
H -1.71 -3.27 -1.52
H -1.44 -1.95 -2.66
H -3.57 -1.63 -3.06
C 2.93 -0.51 -3.80
O 3.67 -1.01 -2.72
H 3.66 -0.46 -4.65
H 2.46 0.49 -3.60
H 2.18 -1.27 -4.07
H 4.59 -0.78 -2.92
C -4.29 1.46 1.89
O -5.13 2.56 1.81
H -3.25 1.71 2.13
H -4.31 1.10 0.83
H -4.60 0.66 2.55
H -6.04 2.17 1.84

frontier orbital gap: 8.10 eV
energy relative to the best compared isomer or geometry (same formula, charge and spin): 40.3 kJ/mol

---

[4]
Molecular formula: C25H14F4N5O2PS2V
Method: DFT, the ωB97M-V functional and the def2-TZVPD basis

Positions of all 54 atoms, in Å:
V -0.58 -0.66 -1.31
C 2.66 5.26 -0.21
C 1.83 4.09 0.25
O 2.63 2.89 0.08
P 2.18 1.51 0.70
S 3.37 0.07 0.31
S 0.60 1.22 -1.73
O 1.83 1.77 2.22
C 2.92 1.83 3.19
C 3.05 0.53 3.94
H 2.08 6.18 -0.11
H 2.95 5.14 -1.25
H 3.56 5.36 0.40
H 0.93 3.98 -0.35
H 1.54 4.18 1.30
H 2.67 2.66 3.84
H 3.85 2.07 2.66
H 2.14 0.31 4.50
H 3.87 0.61 4.66
H 3.26 -0.29 3.26
N -10.16 1.82 -2.54
C -9.06 1.53 -2.38
C -7.68 1.16 -2.19
C -6.67 1.89 -2.81
C -5.35 1.53 -2.62
C -5.03 0.44 -1.82
C -6.04 -0.29 -1.20
C -7.37 0.06 -1.39
C -3.66 0.08 -1.64
C -2.48 -0.22 -1.49
H -6.93 2.74 -3.43
H -4.56 2.10 -3.10
H -5.79 -1.14 -0.58
H -8.16 -0.50 -0.91
F -0.87 1.75 2.77
C -0.55 0.68 3.51
C -0.59 0.78 4.86
F -0.90 1.96 5.40
C -0.33 -0.33 5.72
C -0.07 -1.56 5.04
C -0.05 -1.65 3.69
F 0.20 -2.83 3.11
C -0.26 -0.53 2.85
C -0.26 -0.62 1.45
C -0.32 -1.80 0.63
N -0.34 -2.53 -0.30
C -0.16 0.25 0.37
N 0.58 1.35 0.07
F 0.18 -2.65 5.75
C -0.31 -0.21 7.11
C -0.51 1.02 7.80
N -0.67 1.97 8.42
C -0.08 -1.32 7.99
N 0.09 -2.16 8.75

multiplicity: 2
frontier orbital gap (alpha / beta): 4.41 / 4.26 eV

---

Number 1: E_tot -2915.928586 hartree. Number 2: E_tot -4514.719933 hartree. Number 3: E_tot -2604.102628 hartree. Number 4: E_tot -3866.333716 hartree.